No. 1
ORCA calculation (the ωB97M-V functional and the def2-TZVPD basis) on C35H31N8O2S3SbV as an isolated structure.

```
81
Properties=species:S:1:pos:R:3
V 0.1727 -0.2842 0.0647
C -0.0365 -3.5882 0.8950
C -1.2846 -2.7695 1.0283
C -2.3901 -3.4222 1.5849
C -3.5899 -2.7837 1.7372
C -3.6681 -1.4562 1.3428
C -2.5483 -0.8266 0.8316
N -1.3503 -1.4612 0.6508
Sb -2.9506 1.2842 0.5586
C -2.2683 1.5925 -1.4296
C -2.9895 2.5284 -2.1597
C -2.6193 2.7559 -3.4750
C -1.5686 2.0225 -3.9933
C -0.8930 1.0938 -3.1974
C 0.2407 0.3020 -3.7777
N -1.2354 0.8926 -1.9133
C -1.3527 2.3230 1.5495
C -1.7841 3.2390 2.4931
C -0.8289 3.9500 3.2140
C 0.4997 3.7134 2.9515
C 0.8709 2.7928 1.9644
C 2.3297 2.5524 1.7048
N -0.0452 2.1083 1.2653
H -0.2986 -4.5820 0.5240
H 0.7041 -3.1554 0.2380
H 0.4338 -3.7107 1.8710
H -2.2680 -4.4534 1.8953
H -4.4475 -3.2961 2.1598
H -4.5895 -0.9014 1.4441
H -3.8214 3.0538 -1.7083
H -3.1451 3.4798 -4.0862
H -1.2543 2.1564 -5.0218
H 0.3518 0.5226 -4.8374
H 1.1710 0.5551 -3.2693
H 0.0690 -0.7702 -3.6604
H -2.8419 3.3867 2.6680
H -1.1260 4.6691 3.9690
H 1.2768 4.2257 3.5070
H 2.8006 3.4590 1.3082
H 2.8434 2.2893 2.6349
H 2.4684 1.7457 0.9975
S 2.2466 0.7118 -1.2755
C 1.8140 -0.8033 -1.9036
N 0.6528 -1.3407 -1.5610
C 0.3367 -2.4673 -2.3305
C -0.8669 -3.1670 -2.3287
C -1.0203 -4.2521 -3.1776
C 0.0073 -4.6504 -4.0329
C 1.1982 -3.9425 -4.0671
C 1.3428 -2.8454 -3.2233
S 2.6645 -1.7173 -3.1194
H -1.6715 -2.8559 -1.6780
H -1.9580 -4.7961 -3.1810
H -0.1308 -5.5068 -4.6840
H 2.0002 -4.2304 -4.7390
N 7.1439 1.8802 3.4358
C 6.1423 1.0004 3.0291
C 5.4771 0.1991 3.9644
C 4.4701 -0.6658 3.5639
C 4.1194 -0.7424 2.2145
C 4.8196 0.0039 1.2711
C 5.8299 0.8602 1.6747
S 2.7825 -1.7475 1.6657
O 3.0684 -2.0417 0.2908
O 2.6978 -2.8689 2.5622
N 1.3618 -0.8320 1.6627
C 0.7753 -0.6261 2.9219
N -0.4519 -0.0767 2.9161
C -1.0889 0.0697 4.0701
C -0.5555 -0.3150 5.2843
C 0.7270 -0.8307 5.2106
N 1.3913 -0.9764 4.0723
H 7.1540 2.1373 4.4053
H 7.3727 2.6290 2.8086
H 5.7649 0.2520 5.0128
H 3.9598 -1.3027 4.2743
H 4.5764 -0.1052 0.2199
H 6.3894 1.4294 0.9340
H -2.0769 0.5268 4.0137
H -1.0872 -0.1970 6.2197
H 1.2551 -1.1398 6.1117
```

Properties
HOMO energy (spin up / spin down) = -0.246 / -0.275 hartree
Kohn-Sham gap (spin up / spin down) = 6.82 / 7.48 eV
LUMO level (spin up / spin down) = 0.13 / 0.01 eV
2S+1 = 4

Results of the Löwdin charge analysis, in e, for atoms 1 through 2: 0.619 -0.022

---

No. 2
ORCA calculation (the ωB97M-V functional and the def2-TZVPD basis) on a 3-piece molecular cluster, C35H31NO7Si overall.

```
75
Properties=species:S:1:pos:R:3
C 3.6533 -1.9005 -0.1017
Si 4.3959 -1.9256 -1.8470
C 6.2727 -1.8305 -1.7397
C 3.8853 -3.5945 -2.6038
C 3.5579 -0.4882 -2.7958
O 2.6667 0.3446 -2.0395
C 2.5632 1.4927 -2.7346
O 2.0198 2.4256 -2.3929
O 3.2435 1.4155 -3.9028
C 4.3002 0.4507 -3.7030
C 5.5569 1.1884 -3.1633
N 5.3363 2.6434 -2.9696
H 2.6738 -2.3599 -0.1240
H 4.3147 -2.3848 0.6095
H 3.5426 -0.8672 0.2099
H 6.5600 -1.0719 -1.0225
H 6.7448 -1.6249 -2.6906
H 6.6279 -2.7834 -1.3643
H 4.7304 -3.9662 -3.1732
H 3.0038 -3.5280 -3.2276
H 3.7324 -4.2625 -1.7655
H 2.8896 -1.0103 -3.4919
H 4.5668 -0.0433 -4.6255
H 6.3184 1.1199 -3.9270
H 5.9280 0.7746 -2.2296
H 6.2527 3.0769 -2.9475
H 4.9761 2.7702 -2.0280
O 3.8885 2.1596 2.4229
C 2.8052 2.1001 2.9713
C 2.6860 2.3088 4.4417
C 3.8251 2.5963 5.1829
C 3.7241 2.8286 6.5437
C 2.4834 2.7758 7.1711
C 1.3475 2.4740 6.4398
C 1.4439 2.2340 5.0751
C 0.2137 1.8925 4.3055
O -0.8555 1.7757 4.8694
C 0.3303 1.7050 2.8349
C -0.8079 1.4204 2.0915
C -0.7174 1.2731 0.7165
C 0.5115 1.4112 0.0782
C 1.6494 1.6817 0.8168
C 1.5678 1.8249 2.1945
H 4.7880 2.6419 4.6925
H 4.6124 3.0564 7.1189
H 2.4049 2.9691 8.2332
H 0.3828 2.4273 6.9267
H -1.7635 1.3176 2.5878
H -1.6071 1.0530 0.1394
H 0.5801 1.3046 -0.9891
H 2.6038 1.7847 0.3200
O -4.1653 -0.5143 -0.1204
C -5.2361 -0.9028 -0.5409
C -6.0128 -0.0899 -1.5171
C -5.4912 1.1172 -1.9649
C -6.1850 1.8655 -2.9000
C -7.4037 1.4107 -3.3937
C -7.9357 0.2164 -2.9391
C -7.2468 -0.5355 -1.9962
C -7.8406 -1.8094 -1.5040
O -8.9367 -2.1704 -1.8803
C -7.0540 -2.6319 -0.5436
C -7.5740 -3.8406 -0.0992
C -6.8410 -4.6304 0.7698
C -5.5839 -4.2163 1.1989
C -5.0666 -3.0065 0.7692
C -5.7999 -2.2076 -0.0989
H -4.5414 1.4673 -1.5840
H -5.7751 2.8038 -3.2505
H -7.9390 1.9919 -4.1333
H -8.8855 -0.1359 -3.3180
H -8.5495 -4.1631 -0.4370
H -7.2464 -5.5736 1.1125
H -5.0091 -4.8394 1.8716
H -4.0910 -2.6821 1.1051
```

Properties
HOMO energy = -0.346 hartree
Kohn-Sham gap = 8.44 eV
LUMO level = -0.98 eV
SMILES = C[Si](C)(C)[C@H]1OC(=O)O[C@H]1CN.O=C1c2ccccc2C(=O)c2ccccc21.O=C1c2ccccc2C(=O)c2ccccc21

Results of the Löwdin charge analysis, in e, for atoms 1 through 2: -0.156 0.619